1.
{"formula": "C28H36BeBrIN5OPSe2", "method": "ωB97M-V/def2-TZVPD", "elements": ["I", "Br", "Se", "Se", "P", "O", "N", "N", "N", "N", "N", "C", "C", "C", "C", "C", "C", "C", "C", "C", "C", "C", "C", "C", "C", "C", "C", "C", "C", "C", "C", "C", "C", "C", "C", "C", "C", "C", "C", "Be", "H", "H", "H", "H", "H", "H", "H", "H", "H", "H", "H", "H", "H", "H", "H", "H", "H", "H", "H", "H", "H", "H", "H", "H", "H", "H", "H", "H", "H", "H", "H", "H", "H", "H", "H", "H"], "positions_angstrom": [[-2.31, -2.67, 1.05], [-4.55, -0.16, 2.14], [-0.11, 1.01, 5.26], [-1.09, -0.23, 3.55], [0.68, 0.39, -0.79], [1.10, 0.30, 0.69], [0.43, -1.15, -1.27], [1.61, 1.58, 3.05], [1.81, 1.05, -1.74], [-0.62, 1.34, -0.89], [1.30, -1.33, 2.90], [-0.37, -1.50, -2.46], [-5.72, -0.67, -1.79], [-1.16, 1.83, -2.18], [-3.91, -2.21, -1.44], [3.70, 1.32, -3.14], [-2.77, 2.22, -0.47], [1.13, -3.29, -1.94], [1.08, -3.80, 4.08], [2.57, 2.31, 2.42], [2.72, 0.27, -2.63], [-2.67, 1.83, -1.95], [-1.65, 1.41, 0.17], [-5.60, -0.23, -0.48], [-4.63, -0.78, 0.35], [2.80, 3.75, 4.29], [-4.88, -1.66, -2.27], [2.31, -2.20, 2.81], [3.18, 3.39, 3.00], [2.93, 2.63, -3.05], [0.19, -1.67, 3.57], [2.18, 2.47, -1.74], [-0.26, -3.03, -2.50], [1.24, -2.29, -0.80], [0.03, -2.89, 4.18], [-3.78, -1.77, -0.13], [2.23, -3.45, 3.39], [1.24, 1.95, 4.28], [1.81, 3.03, 4.93], [1.05, 0.22, 2.19], [-3.27, -3.00, -1.81], [3.56, 3.51, -3.07], [-0.41, -3.42, -3.50], [3.95, 3.93, 2.46], [-1.99, 0.40, 0.44], [2.81, 1.98, 1.42], [1.27, -4.32, -1.60], [3.22, -0.53, -2.09], [-3.19, 2.51, -2.61], [-6.27, 0.52, -0.08], [0.99, -4.78, 4.55], [4.58, 1.36, -2.49], [0.06, -1.06, -3.36], [1.48, 3.31, 5.92], [-3.74, 1.99, -0.03], [-1.39, -1.15, -2.35], [-1.25, 1.89, 1.06], [3.26, 4.60, 4.78], [0.81, -2.69, 0.13], [2.14, -0.17, -3.45], [1.89, -3.08, -2.70], [4.05, 1.09, -4.15], [3.06, -4.14, 3.31], [2.85, 2.70, -0.89], [1.30, 3.10, -1.65], [-2.58, 3.29, -0.35], [-0.86, 1.20, -3.01], [-0.80, 2.85, -2.38], [-6.49, -0.25, -2.42], [3.18, -1.88, 2.25], [-1.01, -3.47, -1.84], [-3.07, 0.82, -2.10], [-4.98, -2.02, -3.28], [2.27, -1.99, -0.59], [-0.89, -3.13, 4.71], [2.21, 2.71, -3.87]], "total_energy_ev": -257638.265, "total_charge": 2, "multiplicity": 1, "homo_lumo_gap_ev": 7.642}



2.
{"formula": "C19H41ClNO7S4Si", "method": "ωB97M-V/def2-TZVPD", "elements": ["Cl", "S", "S", "S", "S", "Si", "O", "O", "O", "O", "O", "O", "O", "N", "C", "C", "C", "C", "C", "C", "C", "C", "C", "C", "C", "C", "C", "C", "C", "C", "C", "C", "C", "H", "H", "H", "H", "H", "H", "H", "H", "H", "H", "H", "H", "H", "H", "H", "H", "H", "H", "H", "H", "H", "H", "H", "H", "H", "H", "H", "H", "H", "H", "H", "H", "H", "H", "H", "H", "H", "H", "H", "H", "H"], "positions_angstrom": [[4.29, -8.53, 1.74], [-1.43, -4.33, 3.08], [-0.70, 9.41, -0.99], [-2.17, -3.89, -1.87], [-2.19, 5.64, -1.96], [1.06, 0.46, -2.06], [-2.04, 8.76, -1.03], [-0.20, -3.55, 2.74], [4.41, -1.62, 3.48], [-1.00, 4.75, -1.75], [3.54, -1.58, 1.27], [-2.68, -2.49, -2.00], [2.00, 0.48, -0.60], [4.28, -6.82, 1.96], [-3.36, -4.97, -2.67], [4.20, -3.83, 2.32], [-0.37, 1.75, -2.10], [-2.42, 5.83, -3.74], [-2.64, -3.18, 3.76], [2.84, -4.61, 2.12], [5.56, -4.58, 2.35], [5.52, -6.12, 2.17], [-1.09, -5.20, 4.63], [4.06, -2.22, 2.45], [2.22, 0.93, -3.55], [-0.93, 11.09, -0.38], [-2.50, -4.44, -0.19], [2.97, -6.16, 1.95], [0.16, 8.79, 0.48], [1.50, -0.44, 0.39], [2.53, -0.58, 1.63], [-3.66, 4.63, -1.69], [0.29, -1.24, -2.50], [6.53, -3.99, 2.50], [-2.25, -5.49, -0.09], [-0.33, -5.95, 4.45], [2.02, -6.77, 1.77], [-0.58, -1.41, -1.76], [-3.35, 6.37, -3.93], [-3.71, 4.35, -0.64], [1.87, 0.40, -4.51], [-0.80, 1.69, -3.18], [-2.19, -2.60, 4.57], [-0.74, -4.49, 5.39], [0.50, -0.06, 0.84], [1.10, 9.33, 0.60], [-1.49, 11.08, 0.56], [-2.01, -5.69, 4.98], [-3.55, -4.28, 0.06], [-3.35, -4.77, -3.75], [-3.61, 3.72, -2.30], [1.97, -0.82, 2.62], [-4.55, 5.20, -1.95], [-2.44, 4.86, -4.22], [-0.18, -1.11, -3.55], [0.37, 7.73, 0.33], [-1.87, -3.85, 0.49], [-0.02, 2.82, -1.89], [6.48, -6.73, 2.15], [-3.50, -3.73, 4.14], [-1.48, 11.66, -1.12], [2.12, 2.07, -3.72], [-1.22, 1.38, -1.42], [1.07, -2.07, -2.49], [-4.36, -4.78, -2.28], [0.05, 11.56, -0.22], [3.10, 0.43, 1.71], [-1.58, 6.41, -4.13], [-3.08, -6.01, -2.50], [-2.96, -2.51, 2.97], [1.32, -1.50, 0.02], [-0.47, 8.91, 1.36], [1.81, -4.10, 2.09], [3.30, 0.62, -3.39]], "total_energy_ev": -99917.172, "total_charge": 1, "multiplicity": 1, "homo_lumo_gap_ev": 4.490}



3.
{"formula": "C22H27NO6", "method": "ωB97M-V/def2-TZVPD", "elements": ["O", "O", "O", "O", "O", "O", "N", "C", "C", "C", "C", "C", "C", "C", "C", "C", "C", "C", "C", "C", "C", "C", "C", "C", "C", "C", "C", "C", "C", "H", "H", "H", "H", "H", "H", "H", "H", "H", "H", "H", "H", "H", "H", "H", "H", "H", "H", "H", "H", "H", "H", "H", "H", "H", "H", "H"], "positions_angstrom": [[-5.65, -1.98, 0.98], [-3.26, 0.95, -0.90], [2.25, 3.09, -1.89], [4.01, -3.54, 0.48], [2.99, -1.85, -1.66], [-3.03, 0.59, 1.32], [-0.53, 1.48, 1.38], [2.08, 2.80, -0.72], [-6.67, -1.45, 0.15], [3.85, -0.34, 2.12], [2.44, -1.00, -2.63], [3.28, -1.34, -0.42], [-0.39, 2.00, -0.80], [4.04, -1.67, 1.84], [-4.38, -1.39, 0.89], [-0.72, 2.21, -2.23], [-4.35, 0.08, 1.35], [-2.58, 1.00, 0.10], [3.88, -4.22, -0.75], [-6.33, -1.41, -1.34], [-1.22, 1.49, 0.18], [0.83, 2.31, -0.16], [0.71, 1.97, 1.18], [3.77, -2.20, 0.58], [3.14, 1.98, 1.50], [3.20, 2.94, 0.30], [3.12, 0.01, -0.11], [1.77, 2.11, 2.20], [3.38, 0.53, 1.14], [-0.92, 1.14, 2.24], [-4.68, 0.16, 2.39], [2.26, -1.63, -3.50], [-7.51, -2.13, 0.32], [3.12, -0.19, -2.91], [-3.99, -1.44, -0.13], [2.77, 0.67, -0.89], [-3.74, -1.98, 1.54], [-5.57, -0.66, -1.55], [1.67, 1.36, 2.98], [-7.22, -1.17, -1.90], [-5.96, -2.38, -1.67], [4.41, -2.35, 2.59], [2.85, -4.22, -1.11], [0.16, 2.01, -2.85], [-4.98, 0.69, 0.70], [4.16, 2.83, -0.22], [4.08, 0.03, 3.11], [-1.55, 1.58, -2.53], [-1.00, 3.25, -2.40], [1.70, 3.10, 2.67], [4.20, -5.24, -0.54], [4.53, -3.79, -1.52], [1.49, -0.57, -2.30], [3.14, 3.97, 0.68], [-6.96, -0.45, 0.49], [3.91, 2.28, 2.21]], "e_above_lowest_kcal_mol": 65.93, "total_energy_ev": -37027.001, "multiplicity": 1, "homo_lumo_gap_ev": 8.514}



4.
{"formula": "C29H29BF4FeN6PS", "method": "ωB97M-V/def2-TZVPD", "elements": ["Fe", "S", "P", "F", "F", "F", "F", "N", "N", "N", "N", "N", "N", "C", "C", "C", "C", "C", "C", "C", "C", "C", "C", "C", "C", "C", "C", "C", "C", "C", "C", "C", "C", "C", "C", "C", "C", "C", "C", "C", "C", "C", "B", "H", "H", "H", "H", "H", "H", "H", "H", "H", "H", "H", "H", "H", "H", "H", "H", "H", "H", "H", "H", "H", "H", "H", "H", "H", "H", "H", "H", "H"], "positions_angstrom": [[0.37, -1.63, -0.83], [1.21, -2.08, 1.27], [-0.86, 0.64, 0.37], [-0.22, -5.15, -0.32], [-0.99, -3.71, -1.90], [1.24, -3.65, -1.30], [0.40, -5.42, -2.53], [1.87, -0.38, -0.88], [0.37, -1.16, -2.85], [-3.02, -0.79, -2.70], [3.14, -0.56, 2.32], [-1.66, -2.17, 0.18], [2.60, -0.02, 0.20], [1.60, 3.86, 2.55], [-2.11, 1.57, -2.00], [-2.04, -1.60, 1.43], [1.31, -0.23, -3.13], [-2.76, -0.46, 3.86], [1.51, 2.58, 3.07], [0.11, 3.24, 0.77], [0.03, 1.95, 1.27], [3.12, 1.32, -2.09], [-2.16, 1.59, -0.49], [-4.13, 3.00, -0.57], [-2.62, -2.38, 2.42], [3.18, -1.37, 3.52], [1.54, 0.21, -4.43], [-0.34, -1.68, -3.86], [-3.20, 2.22, 0.14], [2.10, 0.24, -1.99], [-2.97, -1.81, 3.63], [0.74, 1.62, 2.43], [2.38, -0.82, 1.24], [-2.97, 2.63, -2.65], [-2.16, 0.31, 2.88], [0.79, -0.33, -5.47], [4.15, -2.54, 3.43], [-3.95, 3.25, -1.95], [0.90, 4.19, 1.40], [-0.16, -1.29, -5.18], [-1.79, -0.25, 1.66], [-2.59, 0.24, -2.42], [0.12, -4.54, -1.52], [3.89, -3.19, 2.60], [-1.65, -3.18, 0.21], [-3.42, -2.43, 4.40], [0.96, 5.20, 1.00], [-0.75, -1.75, -5.95], [3.10, 1.93, -1.19], [2.96, 1.96, -2.96], [-2.79, -3.43, 2.23], [-0.44, 3.52, -0.12], [-2.83, 2.81, -3.71], [2.17, -1.74, 3.70], [-1.08, 1.64, -2.36], [-1.08, -2.41, -3.59], [4.13, -3.12, 4.35], [-4.59, 3.96, -2.45], [-1.95, 1.36, 3.08], [5.17, -2.18, 3.29], [2.21, 4.61, 3.05], [0.97, -0.02, -6.49], [2.30, 0.94, -4.63], [-3.29, 2.15, 1.21], [-3.03, -0.02, 4.81], [3.89, 0.09, 2.15], [2.05, 2.31, 3.97], [3.43, -0.72, 4.36], [4.13, 0.89, -2.16], [-4.94, 3.48, -0.04], [-2.30, -1.91, -0.57], [0.69, 0.62, 2.83]], "s_squared": 0.7938, "e_above_lowest_kcal_mol": 23.14, "total_energy_ev": -105547.836, "multiplicity": 2, "homo_lumo_gap_ev": [7.356, 6.144]}



5.
{"formula": "C7H11FIN3", "method": "ωB97M-V/def2-TZVPD", "elements": ["I", "F", "N", "N", "N", "C", "C", "C", "C", "C", "C", "C", "H", "H", "H", "H", "H", "H", "H", "H", "H", "H", "H"], "positions_angstrom": [[-2.18, -2.67, 3.27], [-2.78, -2.11, 0.43], [-0.82, 0.43, 0.80], [-3.10, -0.26, 1.79], [0.42, 0.64, 0.27], [0.41, 2.11, -1.73], [-0.88, -0.87, 1.04], [0.76, -2.93, 0.82], [0.75, 1.91, -0.23], [0.29, -1.54, 0.70], [-2.21, -1.31, 1.59], [1.06, -0.56, 0.09], [1.85, 2.08, -0.10], [1.15, -3.29, -0.08], [-2.93, 0.64, 1.15], [1.93, -0.69, -0.49], [0.99, 2.94, -2.05], [1.50, -2.92, 1.57], [-0.61, 2.38, -2.06], [-4.08, -0.43, 1.87], [0.00, -3.62, 0.95], [0.27, 2.75, 0.31], [0.76, 1.27, -2.23]], "e_above_lowest_kcal_mol": 22.35, "total_energy_ev": -22724.627, "multiplicity": 1, "homo_lumo_gap_ev": 9.587}



6.
{"formula": "C4H11NO2", "method": "ωB97M-V/def2-TZVPD", "elements": ["O", "O", "N", "C", "C", "C", "C", "H", "H", "H", "H", "H", "H", "H", "H", "H", "H", "H"], "positions_angstrom": [[2.46, 0.06, -1.43], [-2.13, 1.25, -1.30], [0.77, 1.63, -1.20], [-0.83, -1.24, 1.56], [1.61, 0.54, -0.70], [0.34, -1.25, 0.62], [1.21, -0.03, 0.64], [-1.35, -0.26, 1.61], [-1.65, -1.88, 1.26], [1.07, 2.09, -2.09], [-0.17, 1.80, -0.88], [0.89, 0.79, 1.25], [2.12, -0.36, 0.95], [0.81, -2.23, 0.70], [-0.88, -1.34, 2.65], [-1.45, 0.58, -1.16], [-0.23, -1.26, -0.32], [-2.59, 1.12, -2.17]], "e_above_lowest_kcal_mol": 31.75, "total_energy_ev": -9910.865, "multiplicity": 1, "homo_lumo_gap_ev": 10.419}